# 1
The following is a quantum chemistry calculation of 10 unconnected molecules or ions with the total composition C22H68N4O10 in a non-equilibrium geometry, from the OMol25 dataset.

Output
SMILES string ... COC[C@H](C)N.COC[C@H](C)N.COC[C@H](C)N.COC[C@H](C)N.CO.CO.CO.CO.CO.CO
Frontier orbital gap ... 0.331 Ha
Relative energy (zero: lowest compared OMol25 entry of this formula, charge and spin) ... 300.48 kJ/mol

Atoms and positions in Å:
C -2.994 -0.886 2.660
O -2.529 -1.716 1.660
H -3.936 -1.102 3.163
H -2.308 -0.677 3.481
H -3.079 0.145 2.317
H -2.476 -2.601 2.028
C 3.064 -0.967 4.458
O 3.070 -0.955 5.900
H 3.986 -1.322 3.997
H 2.271 -1.601 4.060
H 2.902 0.088 4.239
H 3.505 -0.171 6.243
C -2.065 2.924 1.830
O -2.229 4.037 1.042
H -1.020 2.654 1.982
H -2.556 3.009 2.799
H -2.555 2.084 1.336
H -1.675 4.723 1.421
C 3.570 -1.305 -0.293
O 4.442 -2.374 -0.204
H 3.143 -1.052 0.677
H 4.219 -0.498 -0.635
H 2.725 -1.401 -0.974
H 3.982 -3.116 -0.602
C -0.924 1.762 5.222
O -1.927 1.480 6.237
H 0.006 1.201 5.318
H -1.322 1.604 4.219
H -0.564 2.783 5.342
H -1.549 1.414 7.117
C 0.472 0.014 1.417
O -0.508 0.046 0.423
H 0.125 0.341 2.397
H 1.005 -0.932 1.516
H 1.154 0.809 1.115
H -1.111 -0.641 0.716
C -1.335 -1.576 -2.935
C 0.222 -1.575 -2.852
C 0.967 -1.981 -4.174
O 0.685 -3.372 -4.488
C 1.591 -3.769 -5.558
N 0.628 -0.239 -2.336
H -1.624 -2.571 -3.272
H -1.659 -0.877 -3.705
H -1.715 -1.447 -1.922
H 0.452 -2.327 -2.097
H 2.035 -1.862 -3.992
H 0.581 -1.326 -4.955
H 1.390 -3.112 -6.405
H 1.432 -4.813 -5.829
H 2.641 -3.665 -5.283
H 0.081 0.483 -2.783
H 0.431 -0.142 -1.350
C 1.315 -4.420 1.126
C 2.628 -5.232 1.015
C 3.113 -5.591 -0.371
O 3.173 -4.415 -1.175
C 3.909 -4.620 -2.393
N 3.562 -4.595 1.931
H 1.414 -3.573 0.448
H 1.059 -4.065 2.124
H 0.543 -5.095 0.756
H 2.397 -6.242 1.352
H 2.439 -6.269 -0.895
H 4.066 -6.115 -0.296
H 3.874 -3.692 -2.964
H 3.422 -5.376 -3.009
H 4.951 -4.866 -2.190
H 4.306 -5.270 2.038
H 3.967 -3.814 1.435
C -6.746 2.403 0.017
C -5.293 2.710 0.303
C -4.401 2.595 -0.959
O -4.432 1.283 -1.497
C -3.565 0.287 -0.916
N -5.277 4.034 0.831
H -6.870 1.431 -0.460
H -7.250 3.139 -0.610
H -7.348 2.304 0.920
H -4.929 2.137 1.156
H -3.380 2.959 -0.843
H -4.897 3.162 -1.746
H -3.521 -0.604 -1.541
H -3.968 -0.070 0.032
H -2.572 0.702 -0.744
H -5.674 4.632 0.121
H -4.301 4.290 0.787
C 1.874 2.483 -1.406
C 0.862 3.476 -0.823
C 0.935 4.771 -1.569
O 2.019 5.541 -1.131
C 2.160 6.734 -1.983
N -0.413 2.859 -0.820
H 1.600 2.309 -2.446
H 1.801 1.534 -0.875
H 2.904 2.834 -1.345
H 1.193 3.544 0.214
H 0.041 5.307 -1.253
H 0.761 4.608 -2.633
H 1.324 7.428 -2.069
H 2.390 6.303 -2.957
H 3.027 7.339 -1.715
H -1.030 3.255 -0.125
H -0.279 1.899 -0.537

Atom charges from the Mulliken analysis, given in e for atoms 1 to 8: atom 1 (C): -0.56, atom 2 (O): -0.44, atom 3 (H): 0.43, atom 4 (H): 0.34, atom 5 (H): -0.04, atom 6 (H): 0.26, atom 7 (C): -0.38, atom 8 (O): -0.57

---

# 2
The following is a quantum chemistry calculation of 12 unconnected molecules or ions with the total composition C22H68O12 in a non-equilibrium geometry, from the OMol25 dataset.

Output
SMILES string ... CC(C)O.CC(C)O.CC(C)O.CC(C)O.CC(C)O.CO.CO.CO.CO.CO.CO.CO
Frontier orbital gap ... 0.350 Ha
Relative energy (zero: lowest compared OMol25 entry of this formula, charge and spin) ... 317.15 kJ/mol

Atoms and positions in Å:
C -4.029 1.303 0.496
O -4.520 2.232 -0.446
H -3.638 0.461 -0.075
H -3.261 1.630 1.197
H -4.929 0.882 0.945
H -4.729 3.042 0.026
C -0.580 -3.349 -2.748
O 0.165 -2.187 -2.225
H -0.343 -3.382 -3.812
H -0.375 -4.272 -2.207
H -1.665 -3.275 -2.675
H 1.101 -2.359 -2.345
C 3.091 -1.360 -2.879
O 2.865 -2.644 -2.391
H 3.645 -0.778 -2.143
H 3.630 -1.413 -3.825
H 2.187 -0.763 -3.003
H 3.703 -3.106 -2.465
C 1.164 -3.682 0.530
O 0.812 -4.732 1.370
H 1.403 -3.994 -0.487
H 0.387 -2.933 0.377
H 2.043 -3.148 0.891
H 1.547 -5.347 1.426
C 3.255 2.065 -1.219
O 3.875 3.264 -1.696
H 2.362 1.787 -1.780
H 3.982 1.254 -1.178
H 3.057 2.377 -0.194
H 3.988 3.864 -0.955
C 0.598 4.999 -0.356
O 1.327 5.708 0.646
H 0.366 5.760 -1.102
H 1.092 4.114 -0.757
H -0.339 4.668 0.090
H 0.743 6.381 1.003
C -3.028 -0.972 -3.960
O -4.123 -1.356 -4.664
H -2.207 -1.680 -4.072
H -2.746 0.064 -4.147
H -3.369 -1.008 -2.926
H -4.053 -0.829 -5.464
C -2.510 -2.660 3.621
C -2.082 -2.479 2.153
C -3.050 -2.769 0.998
O -1.800 -1.099 2.152
H -3.429 -2.142 3.894
H -1.714 -2.303 4.274
H -2.619 -3.718 3.864
H -1.136 -2.999 1.999
H -4.112 -2.573 1.144
H -3.076 -3.839 0.795
H -2.700 -2.346 0.057
H -1.478 -0.920 1.266
C -0.857 1.422 -1.384
C -0.153 0.577 -0.392
C 0.018 1.337 0.964
O -0.865 -0.601 -0.225
H -0.362 2.383 -1.519
H -1.873 1.690 -1.095
H -0.990 0.899 -2.331
H 0.841 0.316 -0.753
H -0.927 1.697 1.370
H 0.635 2.226 0.830
H 0.562 0.708 1.669
H -0.558 -1.173 -0.931
C 3.000 2.393 5.384
C 3.880 1.486 4.506
C 3.734 1.843 3.062
O 5.207 1.575 4.881
H 1.945 2.475 5.123
H 3.435 3.392 5.359
H 2.951 1.980 6.392
H 3.564 0.453 4.649
H 2.703 2.060 2.781
H 4.149 1.103 2.377
H 4.307 2.753 2.887
H 5.736 1.325 4.120
C -0.675 1.438 4.508
C -2.068 1.058 4.890
C -2.674 2.040 5.918
O -2.856 1.059 3.733
H -0.649 2.443 4.085
H -0.186 0.691 3.883
H 0.003 1.448 5.361
H -2.055 0.047 5.296
H -3.638 1.697 6.291
H -2.800 3.064 5.567
H -1.957 2.128 6.734
H -2.568 0.408 3.090
C 1.567 -2.509 -5.997
C 0.261 -1.850 -6.328
C 0.074 -0.463 -5.644
O 0.372 -1.568 -7.669
H 2.464 -2.051 -6.414
H 1.562 -3.476 -6.499
H 1.716 -2.597 -4.921
H -0.607 -2.477 -6.121
H 1.020 0.074 -5.715
H -0.109 -0.611 -4.580
H -0.675 0.214 -6.055
H -0.354 -1.963 -8.157

Atom charges from the Mulliken analysis, given in e for atoms 1 to 8: atom 1 (C): -0.42, atom 2 (O): -0.59, atom 3 (H): -0.03, atom 4 (H): 0.29, atom 5 (H): 0.39, atom 6 (H): 0.32, atom 7 (C): -0.96, atom 8 (O): 0.06

---

# 3
The following is a quantum chemistry calculation of 12 unconnected molecules or ions with the total composition C22H68O12 in a non-equilibrium geometry, from the OMol25 dataset.

Output
SMILES string ... CCO.CCO.CCO.CCO.CCO.CCO.CCO.CCO.CCO.CCO.CO.CO
Frontier orbital gap ... 0.366 Ha
Relative energy (zero: lowest compared OMol25 entry of this formula, charge and spin) ... 117.98 kJ/mol

Atoms and positions in Å:
C 23.450 -18.969 28.698
O 24.872 -19.020 28.702
H 23.047 -19.036 27.684
H 23.017 -19.743 29.334
H 23.162 -17.997 29.097
H 25.157 -19.882 28.385
C 25.187 -17.125 23.724
O 25.629 -17.397 22.393
H 24.251 -17.643 23.938
H 25.955 -17.399 24.454
H 25.029 -16.051 23.784
H 25.865 -18.326 22.342
C 27.375 -19.537 26.421
C 28.009 -19.721 25.067
O 27.347 -20.776 24.372
H 27.655 -20.357 27.089
H 26.288 -19.515 26.325
H 27.735 -18.627 26.897
H 29.075 -19.941 25.200
H 27.982 -18.772 24.517
H 27.341 -20.588 23.431
C 31.054 -16.196 27.047
C 30.812 -17.493 27.785
O 31.323 -18.576 27.013
H 30.880 -15.351 27.711
H 30.444 -16.121 26.145
H 32.092 -16.170 26.709
H 29.747 -17.625 28.011
H 31.351 -17.437 28.740
H 31.366 -19.352 27.580
C 26.660 -15.373 33.472
C 26.395 -15.525 31.990
O 27.400 -16.375 31.432
H 26.803 -16.344 33.944
H 25.839 -14.838 33.956
H 27.564 -14.784 33.644
H 26.453 -14.542 31.499
H 25.408 -15.966 31.802
H 27.123 -16.672 30.551
C 28.402 -19.656 30.547
C 29.363 -20.179 31.569
O 30.477 -20.734 30.869
H 28.054 -20.446 29.875
H 28.861 -18.872 29.944
H 27.509 -19.226 31.003
H 28.879 -20.940 32.194
H 29.679 -19.355 32.219
H 31.097 -21.079 31.518
C 21.770 -15.633 30.947
C 22.667 -14.468 30.525
O 21.945 -13.248 30.581
H 22.276 -16.579 30.748
H 20.847 -15.623 30.359
H 21.502 -15.564 31.999
H 23.024 -14.678 29.508
H 23.515 -14.451 31.219
H 22.610 -12.553 30.685
C 25.684 -11.439 26.409
C 27.068 -10.839 26.557
O 27.235 -10.213 27.830
H 24.927 -10.662 26.267
H 25.413 -11.984 27.316
H 25.628 -12.128 25.566
H 27.246 -10.107 25.766
H 27.830 -11.613 26.489
H 26.895 -9.315 27.800
C 25.709 -15.212 28.083
C 26.815 -16.218 27.760
O 26.913 -17.157 28.799
H 25.828 -14.779 29.079
H 24.740 -15.710 28.018
H 25.758 -14.370 27.384
H 27.757 -15.677 27.642
H 26.587 -16.658 26.782
H 26.142 -17.751 28.749
C 29.612 -13.547 30.451
C 28.672 -12.869 29.469
O 28.229 -11.650 30.046
H 29.109 -13.698 31.410
H 30.472 -12.898 30.631
H 29.988 -14.522 30.139
H 27.832 -13.527 29.214
H 29.253 -12.646 28.562
H 27.967 -11.075 29.317
C 25.081 -11.780 31.909
C 24.945 -11.525 30.437
O 23.612 -10.977 30.212
H 26.063 -12.195 32.139
H 24.336 -12.475 32.316
H 24.915 -10.861 32.473
H 25.043 -12.432 29.836
H 25.684 -10.778 30.158
H 23.621 -10.465 29.399
C 22.457 -13.211 26.828
C 21.482 -14.281 27.234
O 22.064 -15.546 26.952
H 22.659 -13.241 25.755
H 23.409 -13.343 27.348
H 22.073 -12.226 27.098
H 20.533 -14.154 26.698
H 21.259 -14.137 28.298
H 21.522 -16.238 27.341

Atom charges from the Mulliken analysis, given in e for atoms 1 to 8: atom 1 (C): -0.30, atom 2 (O): -0.47, atom 3 (H): 0.28, atom 4 (H): 0.32, atom 5 (H): -0.14, atom 6 (H): 0.21, atom 7 (C): -0.12, atom 8 (O): -0.54

---

# 4
The following is a quantum chemistry calculation of 14 unconnected molecules or ions with the total composition C22H69N32O14S in a non-equilibrium geometry, from the OMol25 dataset.

Output
Frontier orbital gap ... 0.098 Ha
Net charge ... -1

Atoms and positions in Å:
N 2.743 3.104 -3.519
C 1.703 2.377 -3.710
N 1.561 1.129 -3.046
N 0.757 2.853 -4.637
C -0.636 2.390 -4.453
C -1.544 3.404 -3.709
C -2.923 2.788 -3.359
C -3.064 2.316 -1.880
N -1.804 2.018 -1.267
C -2.105 1.841 0.122
C -0.787 1.710 0.927
S -0.630 0.059 1.763
C 0.105 -0.972 0.524
N -0.236 -1.102 -0.762
N 0.697 -1.980 -1.203
C 1.522 -2.378 -0.313
O 1.166 -1.746 0.855
H 3.385 2.648 -2.871
H 1.287 0.447 -3.754
H 2.445 0.793 -2.686
H 1.079 2.712 -5.584
H -1.067 2.305 -5.468
H -0.742 1.393 -3.997
H -1.757 4.208 -4.449
H -1.051 3.894 -2.861
H -3.207 1.991 -4.068
H -3.681 3.584 -3.506
H -3.777 1.441 -1.809
H -3.592 3.151 -1.317
H -2.831 1.010 0.337
H -2.610 2.794 0.475
H -0.779 2.462 1.736
H 0.099 1.911 0.302
H 2.362 -3.053 -0.409
C -3.484 1.254 -7.704
O -3.195 1.350 -6.524
N -4.233 0.231 -8.202
N -3.073 2.176 -8.636
H -4.487 0.134 -9.167
H -4.554 -0.458 -7.548
H -2.519 2.945 -8.306
H -3.298 2.120 -9.610
C -7.348 -0.814 -10.535
O -6.353 -0.383 -9.970
N -8.194 -0.004 -11.249
N -7.695 -2.127 -10.502
H -9.017 -0.335 -11.721
H -7.967 0.972 -11.291
H -7.094 -2.749 -9.979
H -8.504 -2.501 -10.961
C 2.985 4.705 0.523
O 1.937 4.798 1.147
N 3.041 4.300 -0.774
N 4.202 4.988 1.085
H 3.901 4.217 -1.280
H 2.179 4.071 -1.241
H 4.216 5.287 2.044
H 5.070 4.915 0.591
C -8.586 -0.935 -15.246
O -9.694 -0.812 -14.748
N -8.401 -1.401 -16.519
N -7.444 -0.619 -14.571
H -7.501 -1.510 -16.946
H -9.222 -1.642 -17.041
H -7.552 -0.274 -13.632
H -6.523 -0.712 -14.954
C 4.223 1.436 2.832
O 5.284 1.845 3.301
N 3.305 2.258 2.269
N 3.886 0.108 2.841
H 2.432 1.945 1.883
H 3.525 3.235 2.244
H 4.545 -0.530 3.248
H 3.026 -0.250 2.464
C 1.099 -0.286 7.112
O 0.428 -0.484 8.119
N 0.631 -0.579 5.856
N 2.354 0.239 7.156
H 1.155 -0.429 5.015
H -0.293 -0.963 5.792
H 2.739 0.469 8.074
H 2.911 0.410 6.338
C 4.283 2.021 9.953
O 3.835 1.089 9.300
N 3.784 3.293 9.836
N 5.298 1.874 10.840
H 4.129 4.075 10.358
H 3.029 3.430 9.190
H 5.685 0.957 10.954
H 5.674 2.624 11.384
C -4.873 -4.345 -8.460
O -5.866 -3.635 -8.412
N -3.729 -3.959 -9.097
N -4.826 -5.579 -7.879
H -2.902 -4.522 -9.147
H -3.731 -3.053 -9.530
H -5.650 -5.891 -7.401
H -4.022 -6.177 -7.904
C 5.940 0.726 14.086
O 6.379 0.787 12.945
N 5.738 -0.448 14.734
N 5.614 1.848 14.804
H 5.386 -0.520 15.668
H 5.968 -1.288 14.238
H 5.749 2.735 14.358
H 5.252 1.824 15.737
C -2.090 -5.434 -2.019
O -2.570 -6.358 -2.674
N -2.532 -4.159 -2.116
N -1.069 -5.613 -1.136
H -2.142 -3.395 -1.591
H -3.281 -3.981 -2.758
H -0.707 -6.541 -1.031
H -0.669 -4.867 -0.597
C -2.963 -9.774 -4.982
O -3.425 -10.699 -5.636
N -3.422 -8.496 -5.081
N -1.942 -9.941 -4.089
H -3.053 -7.725 -4.545
H -4.174 -8.328 -5.722
H -1.573 -10.867 -3.983
H -1.555 -9.193 -3.544
C 6.190 -1.810 18.230
O 6.621 -1.739 17.090
N 5.983 -3.002 18.863
N 5.879 -0.701 18.970
H 5.631 -3.083 19.797
H 6.201 -3.836 18.350
H 6.022 0.192 18.538
H 5.524 -0.738 19.906
C 6.135 6.393 4.212
O 6.434 6.401 3.030
N 5.919 5.234 4.900
N 5.989 7.543 4.943
H 5.670 5.201 5.869
H 6.014 4.369 4.391
H 6.138 8.411 4.464
H 5.742 7.558 5.913

Atom charges from the Mulliken analysis, given in e for atoms 1 to 8: atom 1 (N): -0.82, atom 2 (C): 0.26, atom 3 (N): -0.30, atom 4 (N): -0.25, atom 5 (C): -0.28, atom 6 (C): -0.60, atom 7 (C): -0.33, atom 8 (C): -0.85

---

Look up the frontier orbital gap of the third one. 0.366 Ha